The following is a quantum chemistry calculation of a structure of composition C36H38BBr2N2O7V, from the OMol25 dataset.

Properties
Charge: +2
ΔE to the lowest compared entry with this formula, charge and spin: 0.000 eV
HOMO-LUMO gap (alpha / beta): 6.6 / 6.6 eV
F_max: 0.016 hartree/bohr

CARTESIAN COORDINATES (ANGSTROEM)
1 V 1.19237 -0.19755 0.23718
2 C -6.53858 -0.60466 1.41523
3 C -6.00997 -0.59466 -0.01936
4 C -6.51145 -1.85736 -0.73478
5 C -6.55040 0.65500 -0.73062
6 C -4.48381 -0.57113 -0.07050
7 C -3.70445 -0.55123 1.07965
8 C -2.32743 -0.53143 0.96750
9 Br -1.23050 -0.46852 2.48916
10 C -1.72708 -0.53699 -0.29039
11 O -0.37078 -0.52820 -0.33102
12 C -2.46823 -0.54180 -1.48309
13 C -3.84483 -0.56182 -1.31659
14 C -1.79108 -0.49574 -2.85116
15 C -0.88309 -1.71839 -3.04133
16 C -2.81892 -0.51233 -3.98980
17 C -0.98962 0.80857 -2.97746
18 H -7.62827 -0.62623 1.39662
19 H -6.23990 0.28967 1.96655
20 H -6.20396 -1.48559 1.96749
21 H -7.60125 -1.89250 -0.69775
22 H -6.12695 -2.75944 -0.25477
23 H -6.21666 -1.87804 -1.78497
24 H -7.64065 0.65900 -0.69029
25 H -6.25973 0.68632 -1.78170
26 H -6.19024 1.56646 -0.24915
27 H -4.15230 -0.54642 2.06195
28 H -4.46597 -0.57019 -2.19697
29 H -1.47141 -2.63757 -3.01643
30 H -0.10267 -1.79045 -2.28469
31 H -0.39299 -1.65679 -4.01287
32 H -3.42670 -1.41841 -3.97833
33 H -2.28723 -0.48759 -4.94156
34 H -3.47889 0.35612 -3.96160
35 H -0.20788 0.89865 -2.22066
36 H -1.64943 1.67457 -2.89503
37 H -0.49928 0.84423 -3.95115
38 Br 6.85430 1.05991 1.08972
39 C 6.17377 0.85985 -0.67312
40 C 7.01454 1.03073 -1.76330
41 C 6.50245 0.87545 -3.04437
42 C 5.16461 0.56313 -3.23288
43 C 4.33910 0.40017 -2.12346
44 C 4.84320 0.53895 -0.83478
45 C 2.91899 0.10103 -2.36082
46 O 2.31185 -0.04857 -3.35308
47 O 2.20430 0.04576 -1.10028
48 H 8.05700 1.27891 -1.61536
49 H 7.15353 1.00573 -3.89787
50 H 4.75335 0.44894 -4.22694
51 H 4.20900 0.39259 0.02728
52 N 4.11100 2.55215 2.02793
53 C 3.55277 1.82717 3.22769
54 C 2.46848 0.82934 2.79767
55 O 1.78688 0.29663 3.62369
56 O 2.46280 0.65612 1.49336
57 H 4.04337 3.56553 2.12147
58 H 3.55634 2.25414 1.21487
59 H 5.08902 2.30706 1.83592
60 H 3.12567 2.55065 3.91550
61 H 4.35763 1.29967 3.73247
62 N 1.50686 -1.88038 1.37202
63 C 1.68020 -2.94941 1.75543
64 C 1.89943 -4.26330 2.24301
65 C 0.87758 -5.20998 2.12238
66 C 1.09227 -6.48401 2.61263
67 C 2.30512 -6.80165 3.21197
68 C 3.31594 -5.85447 3.32918
69 C 3.12166 -4.57451 2.84708
70 H -0.06103 -4.94475 1.65478
71 H 0.31474 -7.23063 2.52975
72 H 2.46517 -7.80127 3.59392
73 H 4.25333 -6.11730 3.79940
74 H 3.89697 -3.82536 2.93247
75 O 1.39269 2.85128 -0.05994
76 B 0.61940 1.85043 0.46936
77 O -0.45820 2.28051 1.17165
78 C -0.38630 3.67487 1.07792
79 C -1.24270 4.61245 1.60350
80 C -0.92456 5.94109 1.33546
81 C 0.19013 6.29006 0.57811
82 C 1.04683 5.32771 0.04953
83 C 0.72283 4.02048 0.32860
84 H -2.11152 4.33181 2.18230
85 H -1.56476 6.72284 1.72075
86 H 0.39141 7.33541 0.38772
87 H 1.90281 5.58951 -0.55763